No. 1
30
Properties=species:S:1:pos:R:3:lowdin_charge:R:1 method="wB97M-V/def2-TZVPD" e_homo_ha=-0.62322 multiplicity=1 charge=+2 orbital_gap_ev=7.6842
Ti -0.13727 0.68026 -0.39043 0.402
S 0.58443 2.73404 -0.36159 0.871
C 0.34246 2.41988 -2.04784 -0.729
C 1.40891 2.78554 -2.92485 -0.249
N 2.29130 3.07236 -3.60125 0.279
C -0.73523 1.70499 -2.53788 -0.703
S -1.96203 0.96794 -1.54414 0.861
C -0.80459 1.41389 -3.93590 -0.240
N -0.85971 1.18000 -5.05861 0.278
C 2.13855 -2.54641 -0.89569 -0.358
Te 1.72380 -0.76136 -2.02055 1.388
C 0.46453 -1.74260 -3.45438 -0.323
H 1.21481 -3.04429 -0.61452 0.024
H 2.73362 -2.28688 -0.02335 0.015
H 2.72982 -3.18476 -1.54859 0.030
H 1.11644 -2.40547 -4.02041 0.037
H 0.04325 -1.00674 -4.12983 -0.013
H -0.31150 -2.30978 -2.94777 0.033
N -1.62141 -0.08601 6.84701 0.256
C -1.41248 0.00919 5.72277 -0.125
C -1.15285 0.12423 4.32348 -0.145
C -0.08652 -0.57193 3.74426 0.055
C 0.12963 -0.43244 2.39358 -0.074
N -0.64669 0.35062 1.61848 -0.102
C -1.67272 1.02447 2.17706 -0.078
C -1.96017 0.93605 3.51960 0.060
H 0.55279 -1.20420 4.34358 0.149
H 0.94677 -0.95595 1.90581 0.126
H -2.26804 1.64961 1.52113 0.124
H -2.78990 1.48574 3.94084 0.151

***

No. 2
24
Properties=species:S:1:pos:R:3:lowdin_charge:R:1 method="wB97M-V/def2-TZVPD" e_homo_ha="-0.44635 / -0.42656" multiplicity=1 charge=+1 orbital_gap_ev="7.6739 / 5.5535"
C 2.56919 1.42566 0.90505 -0.032
C 1.25706 1.86496 1.01816 -0.021
C 2.84825 0.25342 0.19939 -0.031
C 0.54164 -0.01704 -0.30267 -0.041
C 0.23586 1.18549 0.41714 -0.114
C 1.88438 -0.40959 -0.50457 -0.202
C -0.80227 -0.42511 -0.66163 -0.138
C -4.69341 -0.06727 0.27459 0.046
C -1.53789 -1.43922 0.09620 0.051
C -1.26506 1.37438 0.38569 -0.044
C -1.89171 0.00288 0.47695 -0.127
C 2.25017 -1.55511 -1.37479 -0.024
N -1.81589 0.62715 -0.78899 0.184
O -4.72584 0.36007 -0.78983 0.147
H 3.48058 1.89837 1.31721 0.132
H 1.07215 2.79466 1.62392 0.142
H 3.97193 -0.06258 0.18240 0.164
H -5.35256 -0.41207 1.02661 0.092
H -2.46721 -1.96213 -0.46629 0.177
H -0.95514 -2.05526 0.88916 0.169
H -1.80084 2.28380 0.92914 0.205
H 2.02810 -2.58173 -1.08480 0.094
H 1.79942 -1.48650 -2.30353 0.062
H 3.36906 -1.59723 -1.46450 0.107

***

No. 3
23
Properties=species:S:1:pos:R:3:lowdin_charge:R:1 method="wB97M-V/def2-TZVPD" smiles=Oc1ccccc1-c1ccccc1 e_homo_ha=-0.31082 multiplicity=1 orbital_gap_ev=9.2359
O 0.97981 2.08781 0.81589 0.056
C 1.48530 0.94617 0.39816 -0.320
C 2.88769 0.93841 0.14096 -0.008
C 3.61375 -0.25271 -0.16928 -0.093
C 2.86182 -1.39968 -0.33966 -0.125
C 1.48872 -1.29974 -0.33504 -0.059
C 0.74017 -0.17240 0.00926 -0.137
C -0.76394 -0.16626 0.07030 -0.154
C -1.62011 -1.03980 0.77630 -0.029
C -2.99695 -0.92529 0.64069 -0.117
C -3.59790 0.02610 -0.13201 -0.106
C -2.76144 0.91547 -0.81321 -0.097
C -1.39005 0.83352 -0.74184 -0.069
H -0.00941 2.14314 0.54689 0.141
H 3.57237 1.83725 0.18663 0.125
H 4.70626 -0.06663 -0.12038 0.109
H 3.37523 -2.38864 -0.53927 0.119
H 0.88022 -2.23981 -0.45057 0.130
H -1.22021 -1.69059 1.59943 0.132
H -3.65604 -1.56132 1.26795 0.116
H -4.71012 0.14535 -0.06022 0.121
H -3.14147 1.81130 -1.49641 0.146
H -0.72371 1.51835 -1.25458 0.118

***

So what do the calculations give for energy above the lowest of the compared OMol25 structures with the same formula, charge and spin? Going down the list: 9.1 533.3 35.2 kJ/mol.
So what do the calculations give for total energy? Going down the list: -2595.5053 -592.7064 -538.4772 a.u..